No. 1
Formula: C3H26O10
Source: the OMol25 dataset
Level of theory: the ωB97M-V functional and the def2-TZVPD basis

Output
Structure (SMILES): CC(C)O.O.O.O.O.O.O.O.O.O
E_HOMO (eV): -9.68
Kohn-Sham gap (Eh): 0.354
E_LUMO (eV): -0.04

```
39
C3H26O10 | the OMol25 dataset | the ωB97M-V functional and the def2-TZVPD basis
O -13.26 -10.36 23.08
H -12.44 -9.95 23.38
H -13.61 -9.75 22.41
O -14.56 -5.29 22.05
H -14.49 -6.17 21.63
H -15.38 -5.33 22.56
O -11.91 -6.28 21.40
H -12.49 -5.51 21.57
H -11.03 -5.99 21.67
O -13.10 -7.33 17.50
H -12.53 -6.67 17.08
H -12.52 -8.09 17.73
O -12.44 -10.30 18.41
H -13.13 -10.70 18.99
H -12.78 -10.42 17.51
O -16.94 -9.09 18.07
H -16.73 -9.13 17.12
H -16.81 -8.14 18.33
O -13.95 -8.37 20.76
H -13.13 -7.90 20.52
H -14.53 -8.31 19.99
O -15.62 -6.45 18.47
H -14.71 -6.58 18.11
H -16.17 -6.29 17.69
O -15.11 -10.83 19.44
H -15.49 -11.57 19.93
H -15.87 -10.38 18.99
C -9.89 -8.83 20.86
C -9.19 -10.02 20.21
C -8.18 -10.59 21.16
O -10.13 -11.10 19.93
H -10.56 -8.27 20.21
H -9.07 -8.10 21.10
H -10.30 -9.10 21.82
H -8.62 -9.73 19.31
H -8.64 -10.79 22.13
H -7.31 -9.94 21.29
H -7.82 -11.53 20.75
H -10.89 -10.72 19.45
```

No. 2
Formula: C4H7NO2
Source: the OMol25 dataset
Level of theory: the ωB97M-V functional and the def2-TZVPD basis

Output
Structure (SMILES): O[C@@H]1OC[C@H]2CN21
E_HOMO (eV): -9.75
Kohn-Sham gap (Eh): 0.396
E_LUMO (eV): 1.02

```
14
C4H7NO2 | the OMol25 dataset | the ωB97M-V functional and the def2-TZVPD basis
O -1.62 1.18 0.99
C 0.84 0.39 -0.42
C 1.03 -0.27 0.94
O -0.27 -0.66 1.36
C -1.21 -0.07 0.53
N -0.59 0.27 -0.72
C 0.32 -0.53 -1.47
H -1.69 1.71 0.18
H 1.38 1.30 -0.64
H 1.65 -1.17 0.88
H 1.44 0.40 1.69
H -2.08 -0.72 0.49
H 0.45 -1.58 -1.30
H 0.33 -0.24 -2.51
```

No. 3
Formula: C3H6O3
Source: the OMol25 dataset
Level of theory: the ωB97M-V functional and the def2-TZVPD basis

Output
Structure (SMILES): O=C(O)CCO
E_HOMO (eV): -10.58
Kohn-Sham gap (Eh): 0.411
E_LUMO (eV): 0.60

```
12
C3H6O3 | the OMol25 dataset | the ωB97M-V functional and the def2-TZVPD basis
O 0.87 1.50 1.07
C -0.09 1.11 0.44
O -1.43 1.26 0.78
C 0.07 0.21 -0.90
C 0.14 -1.26 -0.26
O 0.65 -2.47 -0.98
H -1.53 1.64 1.68
H 0.89 0.68 -1.56
H -0.91 0.26 -1.48
H -0.87 -1.62 -0.10
H 0.78 -1.13 0.60
H 0.19 -2.48 -1.76
```

No. 4
Formula: C7H15N
Source: the OMol25 dataset
Level of theory: the ωB97M-V functional and the def2-TZVPD basis

Output
Structure (SMILES): C1CCCNCCC1
E_HOMO (eV): -8.10
Kohn-Sham gap (Eh): 0.338
E_LUMO (eV): 1.10

```
23
C7H15N | the OMol25 dataset | the ωB97M-V functional and the def2-TZVPD basis
C -0.81 1.75 0.07
C 0.75 2.02 0.28
C 0.95 0.55 0.09
C 1.97 -0.72 0.01
C -0.25 -1.69 -0.71
C -1.51 -1.00 -0.18
C -1.68 0.51 0.56
H -0.81 1.90 -1.12
H -1.06 2.73 0.36
H 1.24 2.38 1.27
H 1.16 2.47 -0.63
H 0.37 0.27 -0.88
H 0.23 -0.15 0.75
H 3.03 -0.75 -0.78
H 2.42 -0.73 1.12
H 1.11 -2.33 0.97
H -0.42 -2.74 -0.89
H 0.17 -1.20 -1.62
H -1.92 -0.95 -1.12
H -1.96 -1.69 0.56
H -1.40 0.44 1.63
H -2.59 0.73 0.30
N 1.01 -1.79 -0.03
```

No. 5
Formula: C27H23N3O3S
Source: the OMol25 dataset
Level of theory: the ωB97M-V functional and the def2-TZVPD basis

Output
Structure (SMILES): C[C@@H](/C=N/NC(=O)c1ccc(CN2c3cccc4cccc(c34)S2(=O)=O)cc1)c1ccccc1
E_HOMO (eV): -8.16
Kohn-Sham gap (Eh): 0.296
E_LUMO (eV): -0.10

```
57
C27H23N3O3S | the OMol25 dataset | the ωB97M-V functional and the def2-TZVPD basis
C 5.76 1.66 1.26
H 5.90 2.67 0.87
H 5.08 1.72 2.11
H 6.72 1.29 1.61
C 5.20 0.75 0.17
C 5.05 -0.65 0.69
N 3.96 -1.27 0.54
N 3.82 -2.53 0.98
C 2.67 -3.26 0.92
O 2.64 -4.35 1.46
C 1.50 -2.70 0.20
C 0.24 -3.15 0.59
C -0.90 -2.72 -0.06
C -0.80 -1.85 -1.14
C 0.45 -1.40 -1.53
C 1.60 -1.82 -0.88
H 2.56 -1.47 -1.21
H 0.54 -0.72 -2.37
C -2.05 -1.41 -1.86
N -3.06 -0.91 -0.97
C -3.06 0.31 -0.36
C -2.08 1.27 -0.35
C -2.32 2.47 0.34
C -3.48 2.72 1.03
C -4.51 1.75 1.04
C -4.27 0.55 0.34
C -5.22 -0.47 0.29
C -6.43 -0.34 0.92
C -6.68 0.85 1.63
C -5.76 1.86 1.69
H -5.98 2.76 2.24
H -7.63 0.96 2.13
H -7.16 -1.13 0.88
S -4.50 -1.78 -0.68
O -5.16 -2.01 -1.93
O -4.20 -2.94 0.11
H -3.63 3.65 1.55
H -1.54 3.22 0.34
H -1.15 1.11 -0.86
H -2.50 -2.27 -2.37
H -1.81 -0.65 -2.61
H -1.87 -3.07 0.25
H 0.17 -3.84 1.42
H 4.59 -2.98 1.49
H 5.92 -1.09 1.18
C 3.90 1.28 -0.37
C 3.79 1.68 -1.70
C 2.60 2.18 -2.19
C 1.49 2.28 -1.36
C 1.59 1.88 -0.04
C 2.78 1.38 0.45
H 2.84 1.06 1.48
H 0.73 1.94 0.61
H 0.56 2.68 -1.75
H 2.53 2.49 -3.22
H 4.65 1.61 -2.35
H 5.93 0.71 -0.65
```

No. 6
Formula: C22H43CeN2P3Se
Source: the OMol25 dataset
Level of theory: the ωB97M-V functional and the def2-TZVPD basis

Output
E_HOMO (alpha / beta) (eV): -15.04 / -15.04
2S+1: 2
Kohn-Sham gap (alpha / beta) (Eh): 0.194 / 0.138
Total charge: +3
E_LUMO (alpha / beta) (eV): -9.77 / -11.30

```
72
C22H43CeN2P3Se | the OMol25 dataset | the ωB97M-V functional and the def2-TZVPD basis
Ce -0.05 0.20 1.01
P 0.28 2.54 2.33
P -2.53 0.90 0.49
P 2.54 0.19 0.50
H -1.49 -2.96 -8.09
C -0.63 -3.62 -7.90
C -0.79 -4.88 -7.51
H -1.78 -5.32 -7.35
C 0.39 4.11 1.40
C -1.12 2.78 3.50
C 1.74 2.57 3.42
C -3.07 -0.27 -0.80
C -3.70 0.67 1.86
C -2.89 2.56 -0.15
C 2.75 -1.09 -0.79
C 3.55 -0.33 1.92
C 3.37 1.67 -0.15
H 0.36 -3.20 -8.11
H 0.06 -5.55 -7.37
H 0.40 4.93 2.14
H -0.47 4.20 0.71
H 1.31 4.10 0.79
H -0.82 3.59 4.18
H -1.29 1.85 4.08
H -2.05 3.03 2.95
H 1.66 3.52 4.00
H 2.67 2.53 2.83
H 1.71 1.69 4.10
H -4.17 -0.30 -0.73
H -2.64 -1.27 -0.62
H -2.72 0.07 -1.79
H -4.54 1.37 1.63
H -3.23 0.94 2.83
H -4.02 -0.39 1.88
H -3.99 2.59 -0.20
H -2.41 2.67 -1.14
H -2.49 3.33 0.53
H 3.83 -1.34 -0.79
H 2.41 -0.70 -1.76
H 2.16 -2.00 -0.57
H 4.58 -0.33 1.51
H 3.22 -1.33 2.27
H 3.43 0.41 2.74
H 4.45 1.44 -0.06
H 3.08 2.56 0.44
H 3.05 1.82 -1.20
C 0.09 0.72 -2.90
C -0.33 -0.62 -2.88
C -0.37 -1.36 -4.05
C 0.01 -0.77 -5.26
C 0.43 0.57 -5.29
C 0.48 1.31 -4.12
Se 0.19 1.88 -1.42
H -0.23 -1.19 -0.17
H -0.63 -1.09 -1.94
H -0.71 -2.40 -4.01
H -0.03 -1.36 -6.18
H 0.73 1.04 -6.23
H 0.80 2.35 -4.12
N 1.32 -2.68 2.00
C 0.51 -2.34 3.06
C 0.50 -3.10 4.24
C -0.35 -2.73 5.26
C -1.18 -1.60 5.11
C -1.10 -0.86 3.95
N -0.24 -1.21 2.96
H 1.06 -2.41 1.01
H 1.82 -3.54 2.07
H 1.16 -3.99 4.26
H -0.41 -3.31 6.17
H -1.89 -1.28 5.85
H -1.73 0.02 3.73
```

No. 7
Formula: C2H3ClNO3
Source: the OMol25 dataset
Level of theory: the ωB97M-V functional and the def2-TZVPD basis

Output
Structure (SMILES): CON(Cl)C(=O)[O-]
E_HOMO (eV): -4.41
Kohn-Sham gap (Eh): 0.301
Total charge: -1
E_LUMO (eV): 3.79

```
10
C2H3ClNO3 | the OMol25 dataset | the ωB97M-V functional and the def2-TZVPD basis
C -2.22 -0.55 1.81
C -0.02 -0.23 -0.37
N -2.21 -0.65 0.33
O -1.27 -1.07 2.28
O -3.19 0.04 2.30
O -1.14 -1.01 -0.43
Cl -3.03 0.74 -0.36
H 0.68 -0.88 -0.76
H 0.23 0.11 0.65
H -0.18 0.63 -0.93
```

No. 8
Formula: C10H19N3OS
Source: the OMol25 dataset
Level of theory: the ωB97M-V functional and the def2-TZVPD basis

Output
E_HOMO (eV): -15.80
Kohn-Sham gap (Eh): 0.285
Total charge: +2
E_LUMO (eV): -8.05

```
34
C10H19N3OS | the OMol25 dataset | the ωB97M-V functional and the def2-TZVPD basis
C -1.91 -1.34 0.36
C -1.55 -0.53 1.31
C 2.72 -0.68 2.22
C -1.17 0.70 -1.03
C -2.09 0.08 -0.04
C 1.00 -0.17 0.61
C -3.53 0.59 0.04
C 1.28 -1.28 -0.18
C 4.18 -2.59 2.06
C -1.77 1.83 -1.82
N 1.65 0.04 1.78
N 3.08 -1.71 1.61
N -0.50 2.70 -2.54
O -2.54 1.42 -2.79
S 0.24 1.31 -0.07
H -1.72 -2.22 -0.23
H 3.15 -0.59 3.18
H -0.93 -0.11 -1.84
H -4.16 0.35 -0.91
H -3.75 1.69 0.20
H -4.02 0.00 0.82
H 0.71 -2.16 -0.07
H 2.37 -1.62 0.02
H 1.21 -1.27 -1.27
H 4.86 -2.46 1.22
H 3.87 -3.56 2.29
H 4.74 -2.16 2.86
H -2.08 2.60 -1.16
H 1.60 0.86 2.35
H -1.18 -0.26 2.23
H 0.17 2.70 -1.80
H -0.54 3.64 -2.79
H -0.12 2.31 -3.45
H -3.28 1.90 -3.13
```

No. 9
Formula: C14H21BBr2Cl2F4N2O3V
Source: the OMol25 dataset
Level of theory: the ωB97M-V functional and the def2-TZVPD basis

Output
E_HOMO (alpha / beta) (eV): -7.99 / -9.14
2S+1: 4
Kohn-Sham gap (alpha / beta) (Eh): 0.295 / 0.331
E_LUMO (alpha / beta) (eV): 0.02 / -0.14

```
50
C14H21BBr2Cl2F4N2O3V | the OMol25 dataset | the ωB97M-V functional and the def2-TZVPD basis
V -0.15 0.45 0.24
Br -0.89 -4.39 0.88
C 0.57 -3.31 0.30
Br 0.07 -2.13 -1.17
H 1.36 -3.96 -0.08
H 0.90 -2.69 1.12
C -0.90 3.92 1.83
O -1.50 3.40 0.65
C -1.09 2.20 0.29
O -1.57 1.66 -0.72
H -1.67 4.47 2.37
H -0.10 4.60 1.55
H -0.51 3.11 2.44
Cl -3.47 1.43 2.76
C -3.45 0.28 1.44
Cl -1.99 -0.74 1.52
H -3.40 0.81 0.49
H -4.30 -0.39 1.51
C 6.63 2.14 2.39
C 6.22 3.40 1.63
N 4.94 3.23 0.94
C 3.80 3.96 1.47
C 3.33 3.45 2.83
C 4.96 2.50 -0.20
O 6.00 2.08 -0.69
C 3.67 2.15 -0.87
C 3.62 2.23 -2.26
C 2.46 1.87 -2.92
C 1.40 1.39 -2.17
N 1.45 1.24 -0.85
C 2.57 1.63 -0.21
H 7.57 2.31 2.92
H 6.78 1.32 1.70
H 5.87 1.86 3.11
H 6.98 3.65 0.89
H 6.12 4.24 2.31
H 2.99 3.93 0.74
H 4.09 5.01 1.56
H 3.10 2.39 2.81
H 2.43 3.99 3.14
H 4.09 3.61 3.59
H 4.49 2.59 -2.79
H 2.38 1.95 -3.99
H 0.46 1.11 -2.64
H 2.56 1.49 0.86
F 0.69 0.82 3.06
B 1.43 -0.33 2.83
F 1.32 -0.56 1.34
F 2.76 -0.16 3.09
F 0.89 -1.45 3.41
```

No. 10
Formula: C14H14Cl4F2
Source: the OMol25 dataset
Level of theory: the ωB97M-V functional and the def2-TZVPD basis

Output
E_HOMO (eV): -8.04
Kohn-Sham gap (Eh): 0.312
E_LUMO (eV): 0.44

```
34
C14H14Cl4F2 | the OMol25 dataset | the ωB97M-V functional and the def2-TZVPD basis
F -14.02 -22.43 -11.55
C -14.85 -21.69 -12.32
C -14.83 -21.75 -13.69
C -15.77 -20.98 -14.45
C -16.78 -20.31 -13.78
C -16.71 -20.19 -12.40
C -15.75 -20.87 -11.67
H -14.19 -22.51 -14.11
H -15.77 -21.13 -15.52
H -17.54 -19.73 -14.28
H -17.45 -19.65 -11.83
H -15.67 -20.84 -10.59
F -11.76 -16.70 -11.95
C -13.02 -17.09 -12.11
C -13.58 -18.22 -11.44
C -14.90 -18.62 -11.68
C -15.72 -17.86 -12.51
C -15.13 -16.74 -13.20
C -13.83 -16.37 -13.02
H -13.00 -18.78 -10.72
H -15.30 -19.53 -11.24
H -16.71 -18.20 -12.76
H -15.66 -16.14 -13.92
H -13.34 -15.57 -13.55
C -18.72 -17.39 -12.68
Cl -17.48 -16.46 -11.90
Cl -18.00 -18.44 -13.95
H -19.17 -18.03 -11.92
H -19.41 -16.70 -13.15
C -11.29 -17.09 -9.64
Cl -12.74 -17.47 -8.61
Cl -10.78 -18.60 -10.40
H -11.64 -16.41 -10.41
H -10.47 -16.65 -9.06
```

No. 11
Formula: C4H13NO3
Source: the OMol25 dataset
Level of theory: the ωB97M-V functional and the def2-TZVPD basis

Output
E_HOMO (eV): -7.66
Kohn-Sham gap (Eh): 0.155
E_LUMO (eV): -3.43

```
21
C4H13NO3 | the OMol25 dataset | the ωB97M-V functional and the def2-TZVPD basis
O 3.42 -0.62 -0.46
C 2.33 -0.09 -0.81
C 1.55 0.71 -0.05
C 0.14 1.00 -0.18
C -0.53 0.08 -1.19
N -1.87 0.45 -1.41
H 2.41 -2.33 0.62
H 2.28 -2.45 1.34
H 2.20 1.34 0.57
H -0.01 2.05 -0.48
H -0.35 0.90 0.80
H 0.01 0.04 -2.14
H -0.64 -0.92 -0.74
H -2.32 0.72 -0.51
H -2.17 1.06 -2.16
H 3.91 -0.88 -1.25
H -1.37 -1.58 2.27
O -1.10 -1.09 1.49
H -1.84 -0.33 1.41
H -3.34 1.17 1.72
O -2.71 0.75 1.14
```

No. 12
Formula: C4H8CeF3O5S
Source: the OMol25 dataset
Level of theory: the ωB97M-V functional and the def2-TZVPD basis

Output
E_HOMO (alpha / beta) (eV): -17.91 / -17.96
2S+1: 2
Kohn-Sham gap (alpha / beta) (Eh): 0.333 / 0.345
Total charge: +2
E_LUMO (alpha / beta) (eV): -8.85 / -8.57

```
22
C4H8CeF3O5S | the OMol25 dataset | the ωB97M-V functional and the def2-TZVPD basis
O 1.02 -0.06 1.10
O 2.29 1.27 -1.97
C 1.39 1.12 -2.98
O 0.87 -0.24 -2.80
C -0.05 -0.74 -3.75
Ce 2.34 -0.67 -0.96
H 1.81 1.17 -4.00
H 0.52 1.80 -2.89
H 0.37 -1.67 -4.15
H -1.00 -0.97 -3.24
H -0.21 -0.02 -4.56
S -0.37 -0.05 1.83
O -1.42 0.71 1.20
O -0.11 0.29 3.33
C -0.93 -1.84 1.91
F -2.20 -1.90 1.60
F -0.22 -2.52 1.02
F -0.72 -2.32 3.11
C -0.75 1.46 3.93
H -1.76 1.18 4.24
H -0.78 2.30 3.23
H -0.11 1.71 4.77
```